(1)
Computed, not measured: a molecular structure, C27H32IIrN7O3S, with the ωB97M-V functional and the def2-TZVPD basis.

Positions of all 72 atoms, in Å:
Ir1 -0.604047 -0.912376 -0.083247
C1 4.343253 -2.800976 2.598153
C2 4.005353 -1.322076 2.745153
N1 2.642853 -1.088576 3.174353
C3 1.579653 -1.140276 2.375753
S1 1.830953 -1.354176 0.661253
N2 0.400853 -0.998476 2.924653
N3 -0.699347 -0.963376 2.207853
C4 -1.855547 -0.826576 2.783653
C5 -2.017447 -0.669176 4.256253
C6 -3.023147 -0.876976 1.917853
C7 -4.322847 -0.607076 2.356953
C8 -5.379547 -0.783376 1.482053
C9 -5.126947 -1.224176 0.191553
C10 -3.808347 -1.441676 -0.180847
N4 -2.800547 -1.263876 0.654053
H1 5.379453 -2.893676 2.287753
H2 3.708953 -3.267876 1.848753
H3 4.223853 -3.331376 3.538053
H4 4.144853 -0.824876 1.782053
H5 4.667653 -0.866276 3.479453
H6 2.450653 -1.079776 4.167553
H7 -1.062347 -0.800276 4.758353
H8 -2.731947 -1.396976 4.638353
H9 -2.394147 0.332024 4.468153
H10 -4.500247 -0.265876 3.362453
H11 -6.389647 -0.592576 1.807153
H12 -5.926647 -1.410276 -0.505747
H13 -3.566847 -1.787276 -1.175947
C11 -2.001047 3.436224 0.160453
C12 -1.321847 3.097724 -1.115247
N5 -0.873447 4.023924 -1.887847
C13 -0.232547 3.806824 -3.028247
C14 0.130153 2.529324 -3.406847
C15 0.766153 2.318124 -4.771047
O1 1.860953 1.440824 -4.773047
C16 -0.267647 1.445824 -2.588247
C17 0.172053 0.128624 -2.858147
N6 -0.241047 -0.997376 -2.329047
C18 0.011453 -2.167876 -3.020847
C19 0.266453 -2.125176 -4.409447
C20 0.465253 -3.262576 -5.157347
C21 0.382553 -4.514376 -4.563047
C22 0.087453 -4.600276 -3.212947
C23 -0.096447 -3.450376 -2.464247
I1 -0.604047 -3.739476 -0.409947
C24 -1.173247 1.691224 -1.488347
O2 -1.768547 0.785324 -0.871847
H14 -1.929747 4.504224 0.337253
H15 -1.554947 2.881624 0.984553
H16 -3.051547 3.156724 0.100453
H17 -0.037947 4.677924 -3.636847
H18 1.032953 3.288124 -5.198847
H19 0.007253 1.855124 -5.413647
H20 2.673453 1.906424 -4.542147
H21 0.964853 0.089924 -3.603347
H22 0.267353 -1.174976 -4.919547
H23 0.670453 -3.164576 -6.211547
H24 0.516653 -5.411376 -5.143147
H25 -0.020547 -5.566376 -2.747347
C25 3.054953 2.999724 2.326253
N7 1.770853 2.369724 2.142853
C26 0.872353 2.463524 3.270953
C27 1.413753 1.769424 1.021653
O3 0.307853 1.262024 0.817653
H26 3.553253 2.552224 3.188453
H27 2.926553 4.066724 2.522653
H28 3.682653 2.876224 1.445253
H29 1.331053 1.995624 4.143453
H30 -0.058347 1.958324 3.026353
H31 0.670153 3.509024 3.503953
H32 2.205353 1.746524 0.258153

Forces on the atoms, in the same order (eV/Å):
0.5 -0.7 0.1
-0.1 0.1 0.0
0.5 -0.1 -0.2
-0.7 -0.1 0.5
2.3 -0.3 -3.4
-0.3 -0.2 0.8
-2.6 0.4 2.7
1.6 -0.1 -1.7
-0.3 0.1 1.4
0.2 -0.1 -0.1
-0.7 0.0 -0.3
0.5 -0.1 0.1
0.0 -0.1 -0.3
0.0 0.0 0.4
-0.1 0.0 0.0
0.4 0.0 -0.3
0.1 0.0 -0.1
0.0 -0.1 -0.1
0.0 0.0 0.1
0.0 0.1 0.2
-0.1 0.1 0.0
-0.1 0.1 0.0
-0.1 0.0 0.0
-0.1 0.0 0.0
-0.1 0.0 0.1
0.0 0.0 0.2
-0.1 0.0 0.0
-0.1 0.0 -0.1
0.1 0.0 -0.1
0.0 0.1 0.0
-0.5 -0.4 0.1
-0.4 1.6 1.1
0.0 -0.9 -0.3
0.2 -0.6 -0.4
-0.3 0.2 0.1
0.7 -0.2 0.0
-0.1 0.4 0.5
0.7 -0.9 -0.7
-0.3 1.3 1.0
0.3 -1.0 -0.9
0.0 0.0 0.2
0.1 -0.1 0.1
0.0 0.2 0.1
0.0 0.0 0.1
-0.1 0.1 0.6
0.0 -0.1 -0.9
0.2 0.3 -0.3
-0.5 0.5 0.1
0.0 0.1 0.0
0.0 -0.1 0.0
-0.1 -0.1 0.0
0.1 0.0 -0.1
-0.1 -0.1 0.0
0.1 0.2 0.0
-0.1 0.0 -0.1
-0.3 -0.2 -0.1
0.0 0.1 0.0
0.0 0.0 -0.1
0.0 -0.1 -0.1
0.0 -0.1 0.1
0.4 0.2 0.1
-0.1 0.1 0.2
-0.3 0.0 0.1
0.3 0.0 -0.4
-0.3 0.3 0.0
0.1 0.0 0.0
0.0 -0.1 0.0
-0.1 0.0 0.0
0.0 0.0 0.0
0.0 0.0 0.0
0.0 0.0 0.0
0.0 0.0 0.0

Calculated values
- energy relative to the best compared isomer or geometry (same formula, charge and spin) (eV) = 1.142
- charge = +2
- Kohn-Sham gap (spin up / spin down) (eV) = 6.48 / 4.69
- LUMO (spin up / spin down) (eV) = -6.04 / -8.54
- spin multiplicity = 6
- E_tot (eV) = -66848.615

Mulliken atomic charge list, values in e, 5 entries: number 1, Ir, carries 1.915; number 2, C, carries -1.106; number 3, C, carries -0.621; number 4, N, carries -0.064; number 5, C, carries 0.118

***

(2)
Computed, not measured: a single C2H2F2N6O2 molecule, with the ωB97M-V functional and the def2-TZVPD basis.

Positions of all 14 atoms, in Å:
O1 -0.961539 -2.140360 0.330610
N1 -1.834147 -1.330394 0.068901
O2 -2.979426 -1.584219 -0.195689
C1 -1.376868 0.068116 -0.018609
N2 -2.286351 1.008106 0.113358
N3 -1.583570 2.134639 0.139458
N4 -0.355319 1.917904 0.067471
N5 -0.108275 0.587496 -0.028985
C2 1.090792 -0.268179 -0.193716
N6 2.267613 0.622693 -0.100651
F1 2.753290 0.572328 1.151791
F2 3.268951 0.075956 -0.860483
H1 0.934105 -0.870901 -1.138462
H2 1.170747 -0.793183 0.665001

Forces on the atoms, in the same order (eV/Å):
0.2 0.0 0.2
0.6 -0.2 -0.9
0.3 0.4 0.3
-1.1 0.4 0.7
0.5 -1.2 -0.4
-1.0 0.5 0.2
3.6 0.5 -0.4
-3.2 -1.1 -0.1
0.1 2.2 -1.9
-0.7 1.5 -2.3
0.1 -0.6 1.1
0.1 -0.6 -0.2
0.9 0.9 1.1
-0.2 -2.6 2.4

Calculated values
- energy relative to the best compared isomer or geometry (same formula, charge and spin) (eV) = 0.000
- charge = 0
- Kohn-Sham gap (eV) = 10.02
- LUMO (eV) = -1.41
- E_tot (eV) = -20567.440

Mulliken atomic charge list, values in e, 5 entries: number 1, O, carries -0.570; number 2, N, carries 0.962; number 3, O, carries -0.490; number 4, C, carries 0.222; number 5, N, carries -0.199

***

(3)
Computed, not measured: a molecular structure, H3INO2P, with the ωB97M-V functional and the def2-TZVPD basis.

Positions of all 8 atoms, in Å:
N1 1.713822 -0.315892 0.403086
O1 -0.115890 -1.573354 0.182321
O2 -0.998020 0.818170 -0.695596
P1 0.578967 -0.565743 -0.805216
I1 3.610877 0.277970 -0.096844
H1 1.400910 -0.554968 1.381806
H2 -0.919844 -2.001572 -0.045639
H3 -0.902647 1.276566 -1.547787

Forces on the atoms, in the same order (eV/Å):
0.0 0.5 0.2
-0.4 -1.2 1.1
2.8 -2.2 -0.4
-1.4 2.8 0.2
-0.8 -0.1 0.5
1.0 0.5 -1.4
-1.3 -0.3 -0.5
-0.1 -0.1 0.3

Calculated values
- energy relative to the best compared isomer or geometry (same formula, charge and spin) (eV) = 1.117
- charge = 0
- Kohn-Sham gap (eV) = 8.69
- LUMO (eV) = -0.54
- E_tot (eV) = -23022.453

Mulliken atomic charge list, values in e, 5 entries: number 1, N, carries -0.395; number 2, O, carries -0.485; number 3, O, carries -0.711; number 4, P, carries 0.492; number 5, I, carries 0.182

***

(4)
Computed, not measured: a single C2H2O2 molecule, with the ωB97M-V functional and the def2-TZVPD basis.

Positions of all 6 atoms, in Å:
C1 -0.007304 0.348656 0.321291
C2 0.093605 -1.027199 -0.891348
O1 0.841516 0.071334 -0.763243
O2 -0.464365 -0.984096 0.324106
H1 0.366165 0.836831 1.216111
H2 -0.829617 0.754474 -0.206917

Forces on the atoms, in the same order (eV/Å):
-0.8 1.3 0.5
1.0 -2.7 -1.3
0.4 0.0 -0.3
0.1 -0.6 0.2
0.1 -0.2 0.0
-0.9 2.3 0.8

Calculated values
- energy relative to the best compared isomer or geometry (same formula, charge and spin) (eV) = 2.569
- charge = 0
- Kohn-Sham gap (eV) = 10.63
- LUMO (eV) = 0.74
- E_tot (eV) = -6197.486

Mulliken atomic charge list, values in e, 5 entries: number 1, C, carries 0.046; number 2, C, carries -0.158; number 3, O, carries -0.182; number 4, O, carries -0.189; number 5, H, carries 0.270

***

(5)
Computed, not measured: a molecular structure, C39H45P3PtS2, with the ωB97M-V functional and the def2-TZVPD basis.

Positions of all 90 atoms, in Å:
Pt1 -0.586957 -0.972192 -0.279837
C1 -3.377227 4.722883 3.252516
C2 -2.001406 4.654987 3.415911
C3 -1.257565 3.743257 2.685181
C4 -1.872963 2.877773 1.777048
C5 -3.253956 2.963142 1.626291
C6 -4.002306 3.875993 2.353020
P1 -1.004912 1.605596 0.762812
C7 0.164297 2.578815 -0.263584
C8 0.573382 1.992120 -1.467760
C9 1.507034 2.614638 -2.278619
C10 2.007130 3.858190 -1.927559
C11 1.558202 4.479639 -0.772175
C12 0.645723 3.846421 0.055275
C13 -0.024492 0.644843 1.996977
C14 0.343522 0.942154 3.305948
C15 0.979998 -0.009366 4.086705
C16 1.230786 -1.272109 3.572573
C17 0.843066 -1.601105 2.285611
C18 0.208952 -0.640167 1.491073
H1 -3.957052 5.435707 3.824153
H2 -1.504896 5.316663 4.114214
H3 -0.185802 3.715019 2.821376
H4 -3.745460 2.304652 0.923566
H5 -5.075133 3.924253 2.215476
H6 0.123389 1.051024 -1.771522
H7 1.830746 2.125011 -3.187785
H8 2.732152 4.353109 -2.560872
H9 1.926861 5.462983 -0.509500
H10 0.313222 4.353235 0.946961
H11 0.113433 1.907576 3.730712
H12 1.270210 0.229902 5.101019
H13 1.719031 -2.017691 4.188531
H14 1.002996 -2.605520 1.914022
S1 3.166695 -3.171334 -3.524766
P2 2.532894 -2.854943 -1.708112
S2 1.220517 -1.256835 -1.671736
C19 3.864469 -2.438575 -0.526024
C20 5.139565 -2.939474 -0.766067
C21 6.162267 -2.692316 0.134504
C22 5.918949 -1.939867 1.273203
C23 4.653318 -1.421285 1.504760
C24 3.628083 -1.665616 0.607031
C25 1.748466 -4.347894 -1.030482
C26 2.115342 -4.892873 0.191951
C27 1.540027 -6.080091 0.621620
C28 0.601329 -6.723319 -0.167800
C29 0.226703 -6.173515 -1.387608
C30 0.794261 -4.989331 -1.816990
H15 5.321138 -3.513486 -1.666033
H16 7.153009 -3.082972 -0.057228
H17 6.722196 -1.743259 1.971955
H18 4.462122 -0.809772 2.377981
H19 2.659019 -1.218282 0.768578
H20 2.866374 -4.404670 0.798884
H21 1.839042 -6.507838 1.569833
H22 0.162927 -7.656455 0.162310
H23 -0.499955 -6.680433 -2.009995
H24 0.535699 -4.569663 -2.781852
C31 -4.799067 -3.279888 -1.514003
C32 -3.307013 -2.968675 -1.393666
C33 -2.785839 -2.295117 -2.662308
P3 -2.767490 -2.049103 0.128075
C34 -2.580779 -3.309595 1.465418
C35 -1.371624 -4.195147 1.163292
C36 -3.772506 -4.211237 1.781782
C37 -4.069684 -0.846726 0.672784
C38 -5.360713 -1.333000 1.326082
C39 -4.363191 0.095411 -0.499457
H25 -4.969919 -3.882608 -2.408385
H26 -5.387792 -2.369901 -1.622961
H27 -5.186154 -3.834986 -0.661463
H28 -2.770536 -3.919361 -1.282635
H29 -3.325697 -1.369401 -2.867703
H30 -2.930983 -2.957480 -3.517409
H31 -1.718098 -2.069746 -2.600837
H32 -2.346509 -2.685980 2.339213
H33 -1.589855 -4.878489 0.342980
H34 -1.131944 -4.806933 2.033961
H35 -0.494181 -3.617068 0.883217
H36 -4.046403 -4.801884 0.906096
H37 -4.652874 -3.678302 2.126638
H38 -3.484002 -4.920120 2.560056
H39 -3.509370 -0.264196 1.417798
H40 -5.830728 -2.146083 0.774566
H41 -6.073764 -0.506922 1.363363
H42 -5.195352 -1.662009 2.350352
H43 -4.934745 -0.403522 -1.282549
H44 -3.442191 0.487886 -0.935667
H45 -4.966139 0.937684 -0.157673

Forces on the atoms, in the same order (eV/Å):
-0.3 -1.6 -0.4
0.0 0.0 0.0
0.0 0.0 0.0
0.0 0.0 0.0
0.2 -0.1 0.0
0.0 -0.1 0.0
-0.1 0.0 0.0
-0.2 0.2 0.2
0.1 -0.1 -0.1
-0.3 0.2 0.3
0.0 0.0 -0.1
0.0 0.0 0.0
0.0 0.1 0.0
0.1 -0.1 0.0
-0.1 0.0 -0.4
0.1 0.1 -0.1
0.0 0.1 0.1
0.1 -0.1 0.1
-0.3 0.1 -0.4
-0.4 -0.2 0.4
0.0 0.0 0.0
0.0 0.0 0.0
0.0 0.0 0.0
0.0 0.0 0.0
0.0 0.0 0.0
0.2 0.2 0.0
0.0 0.0 0.0
0.0 0.0 0.0
0.0 0.0 0.0
0.0 0.0 0.0
0.0 0.0 0.0
0.0 0.0 0.0
0.0 0.0 0.0
0.1 0.0 0.0
0.0 0.0 0.1
0.2 0.0 0.1
0.2 0.6 -0.1
-0.2 -0.1 -0.1
-0.1 -0.1 -0.1
0.1 0.0 0.0
0.0 0.0 0.1
0.0 0.0 0.1
0.0 0.1 -0.2
0.0 0.2 0.0
0.0 0.1 0.0
0.0 -0.1 0.1
0.0 -0.1 0.1
-0.1 -0.1 0.0
0.0 0.0 -0.1
0.0 0.0 0.0
0.0 0.0 0.0
0.0 0.0 0.0
0.0 0.0 0.0
0.0 0.0 0.0
0.0 0.0 0.0
0.0 0.0 0.0
0.0 0.0 0.0
0.0 0.0 0.0
0.0 0.0 0.0
0.0 0.0 0.0
0.1 -0.1 0.2
0.0 0.1 0.0
0.4 0.5 0.6
0.0 0.0 0.1
0.0 0.0 0.0
0.0 0.0 -0.1
0.2 0.1 -0.2
0.0 -0.1 0.0
0.0 0.0 -0.1
0.0 0.0 0.0
0.0 0.0 0.0
0.0 0.0 0.0
0.0 0.0 0.0
0.0 0.0 0.0
0.0 0.0 0.0
0.0 0.0 0.0
0.0 0.0 0.0
0.0 0.0 0.0
0.0 0.0 0.0
0.0 0.0 0.0
0.0 0.0 0.0
0.0 0.0 0.0
0.0 0.0 0.0
0.0 0.0 0.0
0.0 0.0 0.0
0.0 0.0 0.0
0.0 0.0 0.0
0.0 0.0 0.0
0.0 0.0 0.0
0.0 0.0 0.0

Calculated values
- energy relative to the best compared isomer or geometry (same formula, charge and spin) (eV) = 1.504
- charge = 0
- Kohn-Sham gap (eV) = 6.85
- LUMO (eV) = -0.43
- E_tot (eV) = -93958.788

Mulliken atomic charge list, values in e, 5 entries: number 1, Pt, carries 1.809; number 2, C, carries -0.514; number 3, C, carries -1.092; number 4, C, carries -0.462; number 5, C, carries 0.818

***

- Number 3 is which compound?
  H3INO2P

***

- The highest charge belongs to which entry?
  C27H32IIrN7O3S